(1)
Computed, not measured: 2 unconnected molecules or ions with the total composition C5H12N2 at a distorted geometry, with ωB97M-V/def2-TZVPD.

Properties
Total charge ... 0
Frontier orbital gap (alpha / beta) ... 9.14 / 7.30 eV
ΔE to the lowest compared entry with this formula, charge and spin ... 6.4667 eV

Last column: Löwdin charge in e.
Positions of all 19 atoms, in Å:
C (0.41420, 0.68440, -0.01235)  -0.33
C (-1.10221, -0.96830, 0.97214)  -0.07
C (1.42079, -1.16303, 1.23017)  -0.06
C (-0.41626, 1.23702, -2.25098)  -0.11
C (0.21471, -0.21402, 1.12622)  -0.40
N (1.45162, 1.42781, -0.55471)  0.11
N (0.50895, 0.61743, -1.35649)  -0.08
H (-1.36788, 2.29185, 0.20194)  0.06
H (-1.27457, -1.60368, 1.83812)  0.08
H (-1.08803, -1.58577, 0.07752)  0.08
H (-1.92158, -0.25566, 0.89244)  0.06
H (1.49891, -1.77670, 0.33759)  0.08
H (1.29589, -1.80836, 2.09600)  0.08
H (2.33960, -0.59300, 1.34331)  0.08
H (-0.99536, 2.01137, -1.70879)  0.01
H (0.12702, 1.66073, -3.09564)  0.08
H (-1.10214, 0.47125, -2.60859)  0.09
H (0.17945, 0.40039, 2.03253)  0.14
H (1.27425, 2.43400, -0.56786)  0.10

***

(2)
Computed, not measured: 6 unconnected molecules or ions with the total composition C21H59N7O6 at a distorted geometry, with ωB97M-V/def2-TZVPD.

Properties
Total charge ... 0
Frontier orbital gap ... 9.14 eV
ΔE to the lowest compared entry with this formula, charge and spin ... 1.3939 eV
SMILES string ... COC[C@H](C)N.COC[C@H](C)N.COC[C@H](C)N.COC[C@H](C)N.COC[C@H](C)N.NC(N)=O

Last column: Löwdin charge in e.
Positions of all 93 atoms, in Å:
C (-17.60067, -21.39916, -2.05912)  -0.07
C (-16.48676, -21.06670, -3.04245)  -0.43
C (-15.20991, -21.82015, -2.62758)  -0.21
O (-14.19219, -21.46690, -3.55095)  -0.19
C (-12.95084, -22.11677, -3.24603)  -0.11
N (-16.93136, -21.35909, -4.40551)  0.03
H (-17.28727, -21.36410, -1.01308)  0.07
H (-17.97569, -22.41211, -2.23464)  0.08
H (-18.45158, -20.72002, -2.11645)  0.08
H (-16.40142, -19.97830, -3.02273)  0.14
H (-15.32479, -22.91042, -2.64871)  0.12
H (-14.99979, -21.51788, -1.59552)  0.11
H (-12.69291, -22.00953, -2.18862)  0.07
H (-12.31349, -21.48093, -3.86227)  0.10
H (-12.91413, -23.17826, -3.50179)  0.08
H (-16.13125, -21.53657, -5.00951)  0.06
H (-17.37089, -22.28000, -4.41941)  0.07
C (-11.54423, -26.86645, -6.77644)  -0.06
C (-11.65302, -28.02275, -5.72915)  -0.42
C (-11.75616, -27.40819, -4.34658)  -0.22
O (-10.62334, -26.72805, -3.82296)  -0.23
C (-9.43281, -27.52407, -3.93390)  -0.07
N (-12.89405, -28.75368, -6.07361)  0.03
H (-10.64555, -26.28362, -6.55158)  0.08
H (-12.38133, -26.16376, -6.74118)  0.08
H (-11.55701, -27.24659, -7.79797)  0.07
H (-10.83205, -28.69091, -5.98305)  0.12
H (-12.09290, -28.15986, -3.61892)  0.13
H (-12.62806, -26.75354, -4.44006)  0.12
H (-8.60489, -26.82750, -3.79920)  0.10
H (-9.23561, -27.95913, -4.91025)  0.08
H (-9.46336, -28.25745, -3.12808)  0.10
H (-13.71985, -28.36964, -5.62072)  0.07
H (-13.08832, -28.56380, -7.04776)  0.06
C (-11.35888, -27.56641, 2.60311)  -0.07
C (-10.27034, -27.42790, 3.69073)  -0.38
C (-9.45363, -26.15857, 3.39155)  -0.23
O (-8.74323, -26.25274, 2.19838)  -0.21
C (-7.86375, -25.17172, 2.00007)  -0.10
N (-11.05869, -27.22976, 4.94090)  0.01
H (-11.89137, -28.52080, 2.64718)  0.07
H (-10.83670, -27.73268, 1.64720)  0.06
H (-12.04761, -26.73008, 2.64658)  0.07
H (-9.64311, -28.28553, 3.92270)  0.14
H (-8.77256, -26.05989, 4.24931)  0.12
H (-10.10991, -25.27717, 3.42433)  0.13
H (-7.20840, -24.94099, 2.84503)  0.09
H (-8.44073, -24.29003, 1.69749)  0.08
H (-7.21278, -25.43164, 1.16330)  0.09
H (-11.74592, -26.49238, 4.83761)  0.06
H (-11.61467, -28.04909, 5.14733)  0.06
C (-14.05861, -22.23313, 1.35726)  -0.06
C (-13.81071, -23.73977, 1.41761)  -0.40
C (-14.08779, -24.40959, 0.04394)  -0.22
O (-13.80741, -25.78504, 0.14438)  -0.18
C (-13.88382, -26.39787, -1.12683)  -0.11
N (-12.39601, -23.98983, 1.74761)  0.06
H (-13.47584, -21.83450, 0.52133)  0.07
H (-13.82154, -21.73025, 2.28921)  0.08
H (-15.08977, -22.10163, 1.01993)  0.07
H (-14.43848, -24.21390, 2.17460)  0.13
H (-13.54668, -23.89364, -0.76017)  0.11
H (-15.13990, -24.27655, -0.25494)  0.12
H (-13.83649, -27.47637, -0.99436)  0.09
H (-13.07756, -26.04922, -1.78073)  0.06
H (-14.79587, -26.18725, -1.69681)  0.09
H (-12.04973, -24.82193, 1.29153)  0.03
H (-11.90116, -23.16201, 1.44476)  0.05
C (-8.80268, -20.54904, -1.92143)  -0.06
C (-7.52153, -20.69159, -1.08329)  -0.42
C (-6.98349, -19.33214, -0.69919)  -0.24
O (-6.87927, -18.39878, -1.75790)  -0.18
C (-6.30418, -17.19328, -1.28264)  -0.11
N (-7.78184, -21.51733, 0.10236)  0.04
H (-9.60041, -20.11236, -1.31592)  0.09
H (-9.26013, -21.45057, -2.33793)  0.05
H (-8.59544, -19.97100, -2.82627)  0.07
H (-6.75335, -21.16771, -1.69828)  0.13
H (-6.01708, -19.48477, -0.19987)  0.12
H (-7.58459, -18.89946, 0.11559)  0.12
H (-7.07733, -16.60535, -0.77372)  0.09
H (-6.01510, -16.63280, -2.16982)  0.09
H (-5.48313, -17.38076, -0.58861)  0.08
H (-8.66383, -22.02535, 0.02362)  0.02
H (-8.02129, -20.89221, 0.87307)  0.07
C (-10.26384, -24.41434, -0.98741)  -0.65
O (-10.03942, -23.43367, -0.27134)  -0.01
N (-10.61899, -24.27590, -2.29353)  0.18
N (-10.34487, -25.67526, -0.52426)  0.20
H (-10.80760, -25.05561, -2.90562)  0.06
H (-10.66871, -23.31363, -2.57746)  0.07
H (-10.58851, -26.49206, -1.05387)  0.10
H (-10.01554, -25.89117, 0.40591)  0.07

***

(3)
Computed, not measured: a molecular structure, C24H16MnN4O2S5, with ωB97M-V/def2-TZVPD.

Properties
Total charge ... -2
Frontier orbital gap (alpha / beta) ... 5.66 / 5.78 eV
ΔE to the lowest compared entry with this formula, charge and spin ... 0.0000 eV
Multiplicity ... 6

Last column: Löwdin charge in e.
Positions of all 52 atoms, in Å:
Mn (-0.21640, -1.09035, -0.03203)  0.56
O (3.90068, 1.27219, 2.76961)  0.02
C (3.97100, 0.01349, 3.23623)  -0.29
C (4.96183, -0.29115, 4.16976)  -0.04
C (5.07870, -1.57348, 4.67815)  -0.13
C (4.20936, -2.57617, 4.26534)  -0.12
C (3.22254, -2.27369, 3.34019)  -0.03
C (3.08207, -0.99290, 2.81507)  -0.07
C (1.98900, -0.73789, 1.82605)  -0.47
O (1.18781, -1.68311, 1.53203)  -0.13
N (1.94987, 0.48382, 1.33226)  0.01
N (0.88219, 0.63203, 0.46529)  -0.12
C (0.81656, 1.72919, -0.22787)  -0.13
C (-0.23240, 2.00631, -1.11973)  -0.29
C (-0.17199, 3.18537, -1.87037)  -0.11
C (-1.01282, 3.73380, -2.81329)  -0.16
C (-2.21128, 3.14004, -3.31020)  -0.16
C (-2.63000, 1.86445, -3.17949)  -0.09
N (-1.28070, 1.01014, -1.19007)  0.02
H (3.13639, 1.26838, 2.11148)  0.05
H (5.63159, 0.50234, 4.47876)  0.10
H (5.85725, -1.79203, 5.40124)  0.09
H (4.30067, -3.58145, 4.65740)  0.09
H (2.52313, -3.02273, 2.99137)  0.11
H (1.59446, 2.48288, -0.10283)  0.12
H (0.71255, 3.77775, -1.64167)  0.09
H (-0.75706, 4.71671, -3.19259)  0.06
H (-2.86949, 3.80559, -3.86769)  0.08
H (-3.59619, 1.59438, -3.59021)  0.09
S (-0.22023, -7.96754, -2.06141)  0.37
C (-0.32330, -6.33122, -1.71808)  -1.55
S (-1.44434, -5.64668, -0.61936)  0.86
C (-0.98810, -3.96386, -0.77058)  -1.15
C (0.02299, -3.71643, -1.64688)  -1.16
S (0.75951, -2.19100, -2.07731)  0.47
S (0.66523, -5.13573, -2.44588)  0.86
S (-1.91458, -2.83463, 0.19789)  0.48
C (-1.83702, 0.74200, -2.55705)  -0.28
C (-2.71720, -0.48936, -2.50086)  -0.21
C (-2.38749, -1.66231, -3.16922)  -0.05
C (-3.22431, -2.76428, -3.11945)  -0.03
C (-4.41120, -2.69516, -2.39397)  -0.26
C (-4.74904, -1.52926, -1.70797)  -0.05
C (-3.90487, -0.43841, -1.77210)  -0.05
C (-5.30600, -3.81594, -2.36031)  -0.20
N (-6.05233, -4.69221, -2.35775)  0.13
H (-2.05230, 1.30831, -0.60355)  0.12
H (-0.95432, 0.51518, -3.16101)  0.15
H (-1.44584, -1.72613, -3.69694)  0.08
H (-2.95276, -3.68155, -3.62468)  0.12
H (-5.66470, -1.48844, -1.13346)  0.11
H (-4.17829, 0.47541, -1.25608)  0.12